(1)
Density functional theory data (the ωB97M-V functional and the def2-TZVPD basis) for 2 unconnected molecules or ions with the total composition C2H3Cl2N.

## Properties
E_HOMO (alpha / beta) ... -7.633 / -11.496 eV
Energy relative to the best compared isomer or geometry (same formula, charge and spin) ... 0.0 kcal/mol
E_tot ... -1052.971536 Ha
Expectation value of S² ... 2.0093
2S+1 ... 3
LUMO (alpha / beta) ... 0.86 / -1.12 eV
HOMO-LUMO gap (alpha / beta) ... 8.493 / 10.379 eV

```
8
C2H3Cl2N (the ωB97M-V functional and the def2-TZVPD basis)
C -0.54 -0.33 0.31
C 2.05 -0.32 -0.34
N -1.52 0.20 0.91
Cl 2.43 1.36 -0.45
Cl 2.92 -1.21 0.83
H 1.81 -0.91 -1.17
H -0.51 -1.20 -0.34
H -1.20 1.02 1.42
```

=====

(2)
Density functional theory data (the ωB97M-V functional and the def2-TZVPD basis) for C10H14Cl2 in the gas phase.

## Properties
E_HOMO ... -8.356 eV
Energy relative to the best compared isomer or geometry (same formula, charge and spin) ... 44.7 kcal/mol
E_tot ... -1309.641195 Ha
LUMO ... 0.71 eV
HOMO-LUMO gap ... 9.070 eV

```
26
C10H14Cl2 (the ωB97M-V functional and the def2-TZVPD basis)
C -1.16 -3.28 -0.49
C -0.40 -2.08 -0.05
C 1.02 -2.34 0.34
C -0.74 -0.80 -0.02
C -2.02 0.01 -0.28
Cl -3.15 0.10 1.07
Cl -2.57 0.49 -1.89
C -0.35 0.51 0.36
C 0.37 1.29 1.43
C 0.43 1.74 -0.02
C -0.14 3.11 -0.29
C 1.89 1.68 -0.60
H -1.49 -3.97 0.39
H -1.98 -3.06 -1.13
H -0.45 -3.89 -1.05
H 1.24 -2.97 1.30
H 1.49 -2.97 -0.45
H 1.57 -1.43 0.55
H -0.17 1.73 2.34
H 1.21 0.66 1.73
H -1.10 3.16 0.31
H -0.70 3.32 -1.40
H 0.56 3.94 -0.03
H 2.57 2.37 0.08
H 1.79 1.97 -1.64
H 2.27 0.71 -0.56
```

=====

(3)
Density functional theory data (the ωB97M-V functional and the def2-TZVPD basis) for 3 unconnected molecules or ions with the total composition C30H57N5O11P3S.

## Properties
E_HOMO ... -10.105 eV
E_tot ... -3700.235101 Ha
LUMO ... -3.29 eV
Net charge ... +1
HOMO-LUMO gap ... 6.819 eV

```
107
C30H57N5O11P3S (the ωB97M-V functional and the def2-TZVPD basis)
C -2.77 3.14 4.58
N -1.51 2.38 4.24
C -1.66 0.89 4.40
C -0.97 2.75 2.87
O 0.23 2.20 2.52
C -1.66 3.79 1.82
C -2.72 3.12 0.76
C -3.13 1.56 1.10
C -4.22 1.13 -0.07
C -5.05 -0.18 0.46
C -4.28 -1.39 1.32
C -5.34 -2.60 1.73
C -6.93 -2.64 1.37
N -7.55 -1.55 0.57
C -6.63 -0.44 0.17
N -3.59 0.96 -1.45
C -3.62 -0.47 -1.97
C -2.80 -0.66 -3.41
C -3.26 -2.06 -4.13
C -2.77 -3.37 -3.27
C -1.16 -3.27 -2.93
C -0.36 -2.85 -4.32
C 1.10 -3.59 -4.44
S 2.33 -2.53 -5.44
C 4.00 -3.11 -4.83
N 5.29 -2.38 -4.51
N 6.11 -3.45 -4.06
C 5.38 -4.77 -4.08
O 4.01 -4.58 -4.59
C -2.24 1.63 -1.52
C -2.21 3.14 -0.80
P -3.04 4.49 -1.89
C -1.68 4.97 -3.19
O -3.31 5.97 -1.00
H -3.60 2.96 3.75
H -2.57 4.32 4.63
H -3.21 2.86 5.66
H -0.76 0.26 3.96
H -1.72 0.66 5.57
H -2.66 0.56 3.90
H -0.77 4.30 1.21
H -2.22 4.71 2.34
H -3.71 3.77 0.80
H -3.67 1.47 2.15
H -2.20 0.83 1.16
H -4.99 2.02 -0.14
H -3.14 -1.38 1.59
H -4.91 -3.51 2.35
H -7.58 -3.57 1.71
H -7.15 0.42 -0.48
H -4.22 1.51 -2.11
H -4.73 -0.83 -2.23
H -3.09 -1.23 -1.23
H -3.14 0.24 -4.09
H -1.64 -0.54 -3.25
H -4.44 -2.10 -4.17
H -2.89 -2.12 -5.26
H -2.98 -4.33 -3.91
H -3.44 -3.42 -2.31
H -0.78 -4.26 -2.44
H -1.00 -2.41 -2.13
H -0.96 -3.14 -5.30
H -0.14 -1.68 -4.36
H 1.58 -3.70 -3.36
H 1.00 -4.62 -4.99
H 5.69 -5.86 -3.77
H -1.86 1.84 -2.63
H -1.42 0.93 -1.02
H -1.05 3.43 -0.77
H -2.02 4.81 -4.29
H -1.27 6.07 -2.99
H -0.74 4.26 -3.00
H -2.99 6.77 -1.55
C -1.95 9.76 7.59
O -0.90 9.41 6.72
P -0.69 7.85 6.40
O -1.81 6.95 6.82
O 0.74 7.52 7.08
C 0.90 7.86 8.44
O -0.35 7.85 4.83
C -0.49 6.63 4.13
H -1.75 10.75 8.01
H -2.90 9.78 7.04
H -2.03 9.04 8.42
H 0.00 7.65 9.01
H 1.16 8.92 8.52
H 1.73 7.28 8.85
H -1.44 6.65 3.58
H -0.47 5.77 4.79
H 0.33 6.54 3.41
C 9.91 -6.61 -1.40
O 10.33 -7.64 -2.28
P 9.19 -8.33 -3.19
O 7.89 -7.60 -3.26
O 9.11 -9.83 -2.62
C 8.90 -9.99 -1.24
O 9.95 -8.52 -4.60
C 9.15 -8.73 -5.75
H 10.65 -6.51 -0.61
H 9.85 -5.67 -1.96
H 8.94 -6.84 -0.95
H 8.19 -9.25 -0.86
H 9.86 -9.89 -0.71
H 8.51 -10.99 -1.05
H 9.08 -7.78 -6.30
H 8.15 -9.08 -5.50
H 9.64 -9.47 -6.39
```